(1)
Formula: C32H34N4O3Pt
Source: the Open Molecules 2025 dataset
Level of theory: the ωB97M-V functional and the def2-TZVPD basis

Atoms and positions in Å:
Pt  -0.802  -0.137  -0.051
O  3.412  -3.439  1.782
C  2.370  -3.649  2.598
C  2.599  -4.373  3.771
C  1.567  -4.631  4.650
C  0.278  -4.176  4.383
C  0.048  -3.452  3.229
C  1.076  -3.168  2.327
C  0.777  -2.362  1.119
O  -0.406  -1.844  1.047
N  1.725  -2.225  0.226
N  1.221  -1.509  -0.837
C  1.633  -1.755  -2.007
C  0.864  -1.249  -3.145
C  1.445  -1.261  -4.414
C  0.730  -0.981  -5.562
C  -0.634  -0.729  -5.443
C  -1.242  -0.727  -4.203
C  -0.522  -0.953  -3.009
O  -1.226  -0.904  -1.896
H  3.062  -2.960  0.983
H  3.604  -4.727  3.960
H  1.765  -5.200  5.551
H  -0.534  -4.393  5.064
H  -0.945  -3.097  2.988
H  2.472  -2.435  -2.191
H  2.497  -1.519  -4.486
H  1.211  -0.991  -6.530
H  -1.232  -0.545  -6.328
H  -2.311  -0.579  -4.103
C  -2.717  5.891  -3.236
C  -2.390  5.718  -1.754
C  -1.209  6.633  -1.401
C  -3.620  6.124  -0.928
C  -2.021  4.279  -1.418
C  -1.987  3.258  -2.357
C  -1.645  1.970  -1.984
N  -1.337  1.659  -0.725
C  -1.353  2.633  0.213
C  -1.691  3.931  -0.109
C  -0.994  2.183  1.573
C  -0.937  3.020  2.676
C  -0.600  2.520  3.926
C  -0.332  1.155  4.000
C  -0.397  0.365  2.872
N  -0.720  0.868  1.676
C  -0.519  3.390  5.174
C  -1.515  2.859  6.215
C  0.907  3.312  5.740
C  -0.850  4.852  4.879
H  -2.973  6.934  -3.429
H  -3.570  5.280  -3.536
H  -1.866  5.636  -3.870
H  -1.459  7.668  -1.639
H  -0.319  6.357  -1.969
H  -0.961  6.585  -0.339
H  -3.898  7.153  -1.162
H  -3.426  6.066  0.144
H  -4.471  5.479  -1.154
H  -2.222  3.436  -3.395
H  -1.617  1.160  -2.696
H  -1.700  4.682  0.668
H  -1.158  4.068  2.549
H  -0.065  0.684  4.935
H  -0.200  -0.697  2.891
H  -1.296  1.829  6.495
H  -2.536  2.897  5.833
H  -1.465  3.470  7.118
H  1.179  2.292  6.010
H  0.982  3.928  6.637
H  1.636  3.675  5.013
H  -1.866  4.967  4.494
H  -0.151  5.289  4.163
H  -0.780  5.430  5.801

Properties
ΔE to the lowest compared entry with this formula, charge and spin in kcal per mole: 24.5
HOMO energy in eV: -7.0
F_max in eV/Å: 0.3

(2)
Formula: C32H34NO
Source: the Open Molecules 2025 dataset
Level of theory: the ωB97M-V functional and the def2-TZVPD basis

Atoms and positions in Å:
C  -5.476  -3.019  1.010
C  -4.195  -2.263  1.191
C  -4.083  -0.933  0.767
C  -2.902  -0.227  0.920
C  -1.760  -0.834  1.518
C  -0.496  -0.169  1.575
C  0.709  -0.874  1.325
C  1.963  -0.325  1.723
C  3.128  -1.056  1.603
C  3.123  -2.354  1.074
C  4.405  -3.115  0.946
C  1.915  -2.894  0.615
C  0.738  -2.161  0.687
C  -1.925  -2.167  2.017
C  -3.100  -2.874  1.813
H  -5.291  -4.094  0.968
H  -6.170  -2.833  1.839
H  -5.976  -2.716  0.086
H  -4.950  -0.460  0.306
H  -2.812  0.790  0.529
H  -0.458  0.904  1.760
H  1.970  0.685  2.137
H  4.075  -0.630  1.929
H  4.231  -4.193  0.908
H  4.944  -2.835  0.031
H  5.065  -2.902  1.791
H  1.907  -3.906  0.208
H  -0.172  -2.579  0.256
H  -1.099  -2.647  2.546
H  -3.189  -3.915  2.131
O  1.094  5.802  1.741
C  0.121  6.147  2.713
C  -0.063  7.657  2.535
C  0.075  8.146  1.236
C  -0.064  9.518  0.996
C  -0.317  10.393  2.056
C  -0.434  9.899  3.359
C  -0.326  8.524  3.601
C  -1.174  5.370  2.482
C  -1.098  4.044  2.060
C  -2.255  3.260  2.022
C  -3.486  3.819  2.387
C  -3.566  5.171  2.741
C  -2.404  5.955  2.789
C  0.586  5.698  4.107
C  1.822  6.455  4.599
C  2.606  5.412  5.410
C  1.927  4.044  5.151
N  0.965  4.297  4.083
H  1.474  4.934  1.989
H  0.318  7.463  0.420
H  0.044  9.883  -0.027
H  -0.410  11.462  1.866
H  -0.597  10.575  4.197
H  -0.435  8.132  4.617
H  -0.134  3.628  1.751
H  -2.170  2.219  1.718
H  -4.379  3.193  2.403
H  -4.524  5.627  2.992
H  -2.447  7.015  3.053
H  -0.254  5.835  4.821
H  2.402  6.781  3.725
H  1.531  7.338  5.178
H  3.644  5.398  5.077
H  2.597  5.669  6.475
H  2.644  3.275  4.845
H  1.422  3.689  6.068
H  0.176  3.653  4.104

Properties
ΔE to the lowest compared entry with this formula, charge and spin in kcal per mole: 0.6
HOMO energy in eV: -10.6
F_max in eV/Å: 1.2
Charge: +1

(3)
Formula: C32H34NOP2PdS4Si
Source: the Open Molecules 2025 dataset
Level of theory: the ωB97M-V functional and the def2-TZVPD basis

Atoms and positions in Å:
Pd  1.576  0.447  -0.364
O  7.709  -0.365  2.662
C  6.630  -0.225  2.140
S  6.370  -0.238  0.392
C  4.622  -0.073  0.432
C  4.047  0.001  1.640
S  2.330  0.133  1.921
S  5.112  -0.085  3.034
S  3.769  -0.055  -1.097
C  -2.507  0.000  1.555
N  -1.150  0.047  1.019
P  -0.366  -1.307  0.269
C  -1.870  -2.253  -0.260
C  -2.443  -1.874  -1.476
C  -3.577  -2.500  -1.965
C  -4.151  -3.543  -1.250
C  -3.579  -3.950  -0.053
C  -2.449  -3.310  0.437
C  0.213  -2.400  1.610
C  1.252  -3.256  1.251
C  1.790  -4.136  2.175
C  1.307  -4.157  3.476
C  0.285  -3.295  3.846
C  -0.262  -2.425  2.915
P  -0.344  1.474  0.550
C  -1.691  2.427  -0.245
C  -2.477  1.791  -1.207
C  -3.432  2.494  -1.922
C  -3.605  3.853  -1.697
C  -2.820  4.500  -0.754
C  -1.866  3.793  -0.036
C  -0.002  2.504  2.015
C  -0.869  2.658  3.094
C  -0.537  3.491  4.151
C  0.657  4.198  4.127
C  1.521  4.059  3.052
C  1.199  3.205  2.008
H  -3.227  -0.324  0.799
H  -2.812  0.989  1.893
H  -2.579  -0.687  2.400
H  -1.977  -1.084  -2.055
H  -4.002  -2.188  -2.910
H  -5.032  -4.044  -1.631
H  -4.014  -4.771  0.503
H  -2.011  -3.640  1.371
H  1.676  -3.189  0.254
H  2.611  -4.781  1.889
H  1.741  -4.828  4.206
H  -0.077  -3.289  4.867
H  -1.031  -1.730  3.228
H  -2.350  0.731  -1.383
H  -4.037  1.981  -2.658
H  -4.347  4.407  -2.258
H  -2.947  5.560  -0.575
H  -1.259  4.308  0.697
H  -1.807  2.123  3.126
H  -1.211  3.588  4.993
H  0.918  4.849  4.953
H  2.465  4.588  3.039
H  1.897  3.049  1.191
C  1.049  -1.932  -3.367
Si  1.470  -0.136  -3.726
C  0.440  0.388  -5.229
C  3.260  -0.058  -4.283
C  1.011  0.978  -2.313
H  1.134  -2.544  -4.269
H  0.037  -2.044  -2.980
H  1.732  -2.330  -2.613
H  0.639  -0.251  -6.092
H  0.672  1.417  -5.514
H  -0.630  0.340  -5.015
H  3.351  -0.527  -5.266
H  3.927  -0.569  -3.591
H  3.606  0.974  -4.364
H  -0.086  1.059  -2.312
H  1.407  1.991  -2.455

Properties
ΔE to the lowest compared entry with this formula, charge and spin in kcal per mole: 17.1
HOMO energy in eV: -3.4
F_max in eV/Å: 0.9
Charge: -1

(4)
Formula: C32H35BrClN2O2PbTe
Source: the Open Molecules 2025 dataset
Level of theory: the ωB97M-V functional and the def2-TZVPD basis

Atoms and positions in Å:
Pb  1.403  -3.454  -0.875
O  1.466  2.049  -4.770
C  1.335  0.927  -4.065
C  0.105  0.364  -3.714
C  0.107  -0.782  -2.953
N  1.222  -1.403  -2.534
C  2.377  -0.858  -2.914
Br  3.955  -1.770  -2.400
C  2.505  0.289  -3.658
H  0.615  2.392  -5.069
H  -0.831  0.808  -4.029
H  -0.831  -1.235  -2.656
H  3.472  0.686  -3.932
Cl  -2.254  -4.411  0.555
C  -2.685  -3.748  -0.976
C  -3.884  -3.077  -1.103
C  -4.255  -2.550  -2.335
C  -3.427  -2.701  -3.450
C  -2.238  -3.378  -3.328
C  -1.822  -3.936  -2.089
C  -0.652  -4.725  -2.038
H  -4.538  -2.990  -0.245
H  -5.205  -2.041  -2.430
H  -3.741  -2.320  -4.412
H  -1.611  -3.541  -4.197
H  -0.133  -4.909  -2.973
H  -0.538  -5.475  -1.261
C  0.134  -2.283  3.067
C  0.513  -2.672  1.675
O  1.011  -3.803  1.473
N  0.411  -1.885  0.579
Te  -0.249  -0.025  0.371
C  1.504  1.098  -0.002
C  2.831  0.709  0.211
C  3.298  -0.467  1.030
C  3.831  1.530  -0.310
C  3.561  2.707  -0.991
C  4.662  3.561  -1.548
C  2.229  3.085  -1.140
C  1.189  2.300  -0.670
C  -0.228  2.787  -0.849
C  -1.024  0.712  2.178
C  -0.260  1.342  3.168
C  1.237  1.281  3.246
C  -0.944  2.030  4.164
C  -2.330  2.086  4.211
C  -3.043  2.842  5.292
C  -3.055  1.400  3.238
C  -2.432  0.710  2.213
C  -3.282  -0.021  1.204
H  0.010  -3.187  3.658
H  -0.763  -1.673  3.111
H  0.957  -1.706  3.499
H  2.533  -1.218  1.198
H  3.640  -0.117  2.006
H  4.153  -0.943  0.552
H  4.864  1.237  -0.155
H  5.643  3.152  -1.314
H  4.608  4.572  -1.143
H  4.574  3.644  -2.633
H  1.994  4.020  -1.638
H  -0.230  3.785  -1.285
H  -0.762  2.856  0.104
H  -0.809  2.143  -1.518
H  1.632  0.400  2.755
H  1.548  1.243  4.290
H  1.702  2.159  2.793
H  -0.368  2.524  4.939
H  -2.347  3.257  6.018
H  -3.743  2.192  5.817
H  -3.621  3.663  4.865
H  -4.139  1.401  3.286
H  -4.276  -0.189  1.616
H  -2.877  -1.001  0.945
H  -3.401  0.551  0.280

Properties
ΔE to the lowest compared entry with this formula, charge and spin in kcal per mole: 4.8
HOMO energy (spin up / spin down) in eV: -13.4 / -14.2
F_max in eV/Å: 0.1
2S+1: 2
Charge: +2

(5)
Formula: C32H35IrN8O3P
Source: the Open Molecules 2025 dataset
Level of theory: the ωB97M-V functional and the def2-TZVPD basis

Atoms and positions in Å:
Ir  0.089  0.001  0.083
O  -3.629  -0.085  1.962
C  -2.763  -0.510  1.238
N  -2.192  0.184  0.184
C  -2.810  0.999  -0.637
C  -4.208  1.020  -0.884
C  -4.700  1.861  -1.831
C  -3.844  2.751  -2.550
C  -2.505  2.804  -2.303
C  -1.940  1.922  -1.353
N  -0.652  1.858  -1.036
C  0.157  2.970  -1.085
O  -0.235  4.115  -1.065
C  1.615  2.653  -1.053
C  2.510  3.642  -1.433
C  3.867  3.366  -1.401
C  4.269  2.107  -0.985
C  3.305  1.184  -0.612
N  1.998  1.441  -0.641
C  -2.127  -1.852  1.394
C  -2.773  -2.840  2.117
C  -2.252  -4.125  2.094
C  -1.137  -4.369  1.309
C  -0.549  -3.312  0.627
N  -1.011  -2.068  0.690
H  -4.855  0.349  -0.335
H  -5.759  1.853  -2.053
H  -4.272  3.398  -3.303
H  -1.866  3.496  -2.833
H  2.119  4.602  -1.738
H  4.591  4.118  -1.685
H  5.314  1.836  -0.941
H  3.602  0.202  -0.276
H  -3.671  -2.582  2.662
H  -2.726  -4.920  2.653
H  -0.719  -5.361  1.211
H  0.296  -3.479  -0.025
O  2.071  -1.578  2.506
C  3.268  -1.091  1.905
C  3.915  -2.086  0.946
C  2.929  -2.724  -0.050
C  2.534  -1.924  -1.270
C  3.396  -1.925  -2.366
C  3.023  -1.337  -3.559
C  1.750  -0.798  -3.664
C  0.943  -0.819  -2.548
N  1.327  -1.329  -1.355
H  2.248  -2.440  2.903
H  3.993  -0.817  2.679
H  2.964  -0.190  1.370
H  4.360  -2.889  1.537
H  4.741  -1.595  0.425
H  2.033  -2.995  0.498
H  3.389  -3.641  -0.420
H  4.361  -2.406  -2.271
H  3.696  -1.329  -4.406
H  1.383  -0.381  -4.591
H  -0.068  -0.432  -2.607
C  -1.017  2.586  4.664
N  0.105  1.657  4.803
C  1.360  2.401  4.780
N  1.499  3.200  3.562
C  0.352  4.103  3.435
N  -0.905  3.367  3.439
C  -1.107  2.583  2.254
P  0.227  1.258  2.103
C  0.069  0.580  3.852
C  1.706  2.391  2.391
H  -1.012  3.266  5.516
H  -1.956  2.030  4.663
H  2.199  1.707  4.852
H  1.384  3.070  5.640
H  0.439  4.681  2.513
H  0.361  4.791  4.279
H  -1.076  3.221  1.368
H  -2.082  2.089  2.290
H  0.879  -0.126  4.027
H  -0.877  0.037  3.923
H  1.837  3.029  1.515
H  2.605  1.783  2.516

Properties
ΔE to the lowest compared entry with this formula, charge and spin in kcal per mole: 120.8
HOMO energy (spin up / spin down) in eV: -13.1 / -13.3
F_max in eV/Å: 3.5
2S+1: 2
Charge: +2

(6)
Formula: C32H35N4Yb
Source: the Open Molecules 2025 dataset
Level of theory: the ωB97M-V functional and the def2-TZVPD basis

Atoms and positions in Å:
Yb  -0.042  -0.481  -0.133
C  -2.680  -3.372  -0.433
C  -2.106  -2.279  0.419
C  -1.031  -2.532  1.287
C  -0.597  -1.570  2.214
C  0.456  -1.903  3.231
C  -1.240  -0.319  2.237
C  -2.311  -0.033  1.374
C  -3.080  1.249  1.510
C  -2.712  -1.014  0.454
H  -3.569  -3.771  0.061
H  -1.974  -4.190  -0.562
H  -2.993  -3.002  -1.409
H  -0.606  -3.529  1.319
H  -0.030  -2.201  4.162
H  1.089  -1.045  3.453
H  1.078  -2.735  2.904
H  -0.987  0.385  3.021
H  -3.746  1.175  2.372
H  -3.696  1.440  0.634
H  -2.422  2.101  1.680
H  -3.593  -0.838  -0.153
C  5.920  -3.047  -2.114
C  5.646  -2.090  -3.242
C  6.619  -1.793  -4.189
C  6.370  -0.912  -5.230
C  5.122  -0.321  -5.355
C  4.128  -0.616  -4.437
C  4.398  -1.479  -3.380
N  3.383  -1.810  -2.430
C  2.617  -0.979  -1.704
N  2.811  0.341  -1.868
C  2.371  1.451  -1.089
C  1.320  1.344  -0.164
C  1.027  2.493  0.588
C  1.716  3.681  0.415
C  2.708  3.757  -0.551
C  3.057  2.653  -1.318
C  4.149  2.760  -2.351
N  1.699  -1.465  -0.865
C  1.519  -2.888  -0.809
C  2.183  -3.637  0.161
C  1.984  -5.007  0.238
C  1.126  -5.631  -0.657
C  0.470  -4.885  -1.626
C  0.652  -3.509  -1.719
C  -0.042  -2.701  -2.787
H  6.973  -3.315  -2.092
H  5.352  -3.975  -2.236
H  5.655  -2.612  -1.148
H  7.594  -2.256  -4.102
H  7.148  -0.692  -5.948
H  4.917  0.350  -6.178
H  3.135  -0.198  -4.557
H  3.328  -2.785  -2.176
H  3.596  0.552  -2.468
H  0.244  2.460  1.343
H  1.480  4.544  1.024
H  3.236  4.690  -0.700
H  4.567  3.764  -2.347
H  3.771  2.566  -3.358
H  4.973  2.067  -2.155
H  2.861  -3.136  0.842
H  2.505  -5.588  0.988
H  0.970  -6.701  -0.605
H  -0.190  -5.379  -2.330
H  -0.843  -3.276  -3.248
H  0.659  -2.412  -3.573
H  -0.475  -1.773  -2.389
N  -1.277  2.012  -2.338
C  -1.142  1.007  -1.800
H  -1.347  2.912  -2.781

Properties
HOMO energy (spin up / spin down) in eV: -13.3 / -13.3
F_max in eV/Å: 0.5
2S+1: 2
Charge: +2

- F_max of number 1 (C32H34N4O3Pt)?
  0.3 eV/Å

- F_max of number 5 (C32H35IrN8O3P)?
  3.5 eV/Å